1) Below is the ion C7H16N with charge +1, with properties calculated with ωB97M-V/def2-TZVPD.

As for the LUMO energy: -3.40 eV. The value obtained for the molar mass is 114.2 g/mol. The net charge is +1.

CARTESIAN COORDINATES (ANGSTROEM)
1 N -0.951 -1.495 -0.843
2 C 0.029 -0.646 -1.596
3 C -1.136 0.623 1.162
4 C 1.237 0.513 1.668
5 C 0.929 0.710 3.180
6 C 0.371 0.657 -0.818
7 C -0.383 -0.387 -3.112
8 C 0.062 0.549 0.681
9 H 1.021 -1.349 -1.672
10 H -0.569 -1.247 -3.631
11 H 1.557 -0.536 1.599
12 H -0.982 -2.423 -1.279
13 H -1.292 0.314 -3.197
14 H -2.012 0.825 0.541
15 H 0.861 1.763 3.247
16 H -1.371 0.503 2.228
17 H 0.247 0.217 -3.817
18 H -0.059 1.518 -1.368
19 H -0.663 -1.624 0.106
20 H 1.433 0.772 -0.935
21 H -0.047 0.283 3.480
22 H 1.650 0.298 3.842
23 H 2.001 1.237 1.486
24 H -1.934 -1.076 -0.951

The molecule's Löwdin atomic charges, reported in e, are given here: N 0.191; C -0.311; C 0.035; C -0.186; C -0.080; C -0.100; C -0.038; C -0.327; H 0.199; H 0.032; H 0.114; H 0.175; H 0.113; H 0.085; H 0.071; H 0.076; H 0.112; H 0.136; H 0.136; H 0.113; H 0.067; H 0.070; H 0.110; H 0.206

2) Below is the ion C7H16N with charge +1, with properties calculated with ωB97M-V/def2-TZVPD.

As for the LUMO energy: -3.64 eV. The value obtained for the molar mass is 114.2 g/mol. The net charge is +1.

CARTESIAN COORDINATES (ANGSTROEM)
1 N -2.159 1.630 -1.001
2 C 0.190 -1.221 0.182
3 C 2.200 -0.801 1.812
4 C -1.132 -0.461 -0.089
5 C 1.391 -0.377 0.598
6 C -0.163 0.677 -2.207
7 C 1.723 -1.092 3.009
8 C -0.885 0.812 -0.898
9 H 1.115 0.670 0.799
10 H -0.534 1.381 -2.964
11 H -2.302 2.255 -0.200
12 H 3.263 -0.753 1.606
13 H -3.014 1.057 -0.939
14 H 2.093 -0.245 -0.226
15 H 2.416 -1.460 3.758
16 H -1.592 -0.255 0.877
17 H -0.308 1.387 -0.196
18 H -0.005 -2.000 0.919
19 H 0.907 0.843 -2.150
20 H 0.686 -1.003 3.312
21 H 0.419 -1.791 -0.720
22 H -2.200 2.158 -1.875
23 H -1.734 -1.130 -0.713
24 H -0.375 -0.279 -2.694

The molecule's Löwdin atomic charges, reported in e, are given here: N 0.225; C -0.178; C -0.173; C -0.154; C -0.210; C -0.016; C 0.009; C -0.358; H 0.106; H 0.089; H 0.180; H 0.100; H 0.177; H 0.106; H 0.063; H 0.125; H 0.119; H 0.117; H 0.097; H 0.064; H 0.114; H 0.167; H 0.126; H 0.103

2) is favored, and the nearest alternative lies 0.0215 hartree above it.

1) Below is a structure of composition C50H51AsCsIN5O6PS2Se, with properties calculated with ωB97M-V/def2-TZVPD.

As for the LUMO energy: 3.37 eV. The value obtained for the molar mass is 1326.8 g/mol. The net charge is -2.

CARTESIAN COORDINATES (ANGSTROEM)
1 Cs -0.932 0.760 0.391
2 I -0.200 -0.842 -2.870
3 Se -2.480 1.177 3.453
4 As -0.387 4.328 0.438
5 S 2.497 3.023 3.363
6 S 0.947 1.763 3.760
7 P 1.840 -1.965 0.834
8 O 0.497 1.209 2.435
9 O -0.162 2.537 4.344
10 O 1.362 0.654 4.625
11 O -3.294 -0.504 -1.627
12 O -4.005 -4.746 1.646
13 O 1.285 1.742 -1.492
14 N -3.721 1.858 4.489
15 N -2.849 2.189 2.075
16 N -1.648 -2.838 -0.777
17 N -4.268 4.012 1.620
18 N -6.432 -1.107 -0.033
19 C 1.423 4.966 0.046
20 C 3.746 -2.661 2.800
21 C 4.549 -4.145 -1.396
22 C 5.293 0.908 -1.394
23 C -2.000 -2.654 -4.469
24 C 4.443 -0.021 3.302
25 C 6.047 3.173 -5.798
26 C -1.591 -2.358 -3.180
27 C -5.198 4.778 2.109
28 C -4.133 -1.045 -0.857
29 C -5.533 -0.643 -0.860
30 C 2.875 2.744 -3.746
31 C -5.747 4.678 3.423
32 C -2.430 -2.526 0.185
33 C 3.146 -1.633 2.065
34 C -6.060 -2.010 0.906
35 C 5.578 2.063 -3.588
36 C -0.591 5.159 2.192
37 C -0.652 -4.863 2.469
38 C -3.530 -4.281 -3.600
39 C 3.367 2.026 -2.642
40 C 2.346 -4.588 -2.238
41 C -4.277 2.853 3.798
42 C -3.805 -2.041 0.107
43 C -1.403 5.667 -0.587
44 C 2.488 1.617 -1.525
45 C -2.971 -3.622 -4.686
46 C 2.633 -3.150 -0.313
47 C 5.054 -1.045 4.001
48 C 4.725 1.684 -2.559
49 C -2.138 -3.013 -2.077
50 C 0.157 -2.251 2.951
51 C -4.778 -2.481 1.024
52 C 3.493 -0.316 2.328
53 C -0.772 -2.855 3.781
54 C 5.116 2.776 -4.685
55 C 4.009 -3.339 -0.401
56 C 4.703 -2.372 3.753
57 C 0.693 -2.956 1.864
58 C 3.768 3.107 -4.745
59 C 1.432 3.141 -3.892
60 C -3.796 3.041 2.456
61 C -4.440 -3.465 2.112
62 C 3.721 -4.776 -2.311
63 C 1.807 -3.773 -1.257
64 C -3.118 -3.980 -2.314
65 C -1.189 -4.160 3.538
66 C -5.293 3.721 4.274
67 C 0.289 -4.264 1.637
68 C -5.937 0.378 -1.880
69 H -3.678 -3.045 2.782
70 H -1.091 6.685 -0.341
71 H -5.335 -3.652 2.708
72 H 0.092 4.674 2.890
73 H 1.667 4.784 -1.003
74 H 6.628 1.799 -3.526
75 H -3.290 -3.851 -5.695
76 H 5.778 -0.815 4.774
77 H -1.613 4.996 2.535
78 H 0.486 -1.233 3.163
79 H -1.265 5.493 -1.656
80 H -1.981 -2.609 1.181
81 H 1.533 6.031 0.265
82 H -7.014 0.532 -1.833
83 H -6.839 -2.356 1.577
84 H 7.087 3.000 -5.522
85 H 4.660 -2.852 0.314
86 H 2.099 4.396 0.686
87 H 5.928 4.227 -6.050
88 H 5.623 -4.281 -1.453
89 H 0.786 2.268 -3.975
90 H 2.993 1.171 -0.653
91 H 3.399 3.669 -5.597
92 H -0.389 6.232 2.143
93 H -5.417 1.321 -1.696
94 H -4.294 -5.033 -3.753
95 H -1.932 -4.627 4.173
96 H -2.459 5.540 -0.348
97 H -1.171 -2.300 4.621
98 H -5.673 3.605 5.281
99 H 3.445 -3.689 2.625
100 H -6.519 5.375 3.720
101 H -1.565 -2.117 -5.301
102 H -5.640 0.059 -2.882
103 H 5.159 -3.172 4.324
104 H 0.737 -3.596 -1.222
105 H 1.078 3.693 -3.022
106 H 5.166 1.440 -0.449
107 H 5.837 2.595 -6.701
108 H 0.699 -4.826 0.809
109 H 1.690 -5.059 -2.959
110 H 1.311 3.759 -4.783
111 H 4.630 1.019 3.537
112 H 6.359 0.745 -1.546
113 H -3.551 -4.485 -1.459
114 H -5.576 5.556 1.449
115 H -0.965 -5.883 2.279
116 H 4.816 -0.067 -1.284
117 H -3.102 -4.650 1.320
118 H 4.145 -5.405 -3.086
119 H 2.967 0.500 1.845

Results of the Löwdin charge analysis, in e, for atoms 1 through 99: Cs 0.849; I 1.018; Se 1.196; As 1.036; S 0.135; S -0.055; P 1.108; O -0.869; O -0.534; O -0.444; O -0.128; O -0.070; O -0.139; N -0.214; N -0.310; N 0.103; N 0.126; N 0.087; C -0.335; C -0.110; C -0.103; C -0.037; C -0.166; C -0.085; C -0.057; C -0.629; C -0.162; C -0.371; C -0.270; C -0.178; C -0.082; C -0.137; C -0.384; C -0.142; C -0.015; C -0.318; C -0.107; C -0.095; C -0.090; C -0.087; C -0.395; C -0.102; C -0.348; C -0.188; C -0.115; C -0.363; C -0.090; C -0.195; C -0.352; C -0.088; C -0.176; C -0.109; C -0.077; C -0.266; C -0.097; C -0.099; C -0.363; C -0.015; C -0.027; C -0.454; C -0.205; C -0.111; C -0.135; C -0.018; C -0.113; C -0.021; C -0.095; C -0.045; H 0.108; H 0.011; H 0.112; H -0.022; H -0.007; H 0.109; H 0.089; H 0.093; H 0.004; H 0.083; H 0.002; H 0.103; H 0.018; H 0.063; H 0.090; H 0.069; H 0.095; H -0.022; H 0.076; H 0.093; H 0.069; H 0.116; H 0.114; H 0.019; H 0.077; H 0.094; H 0.102; H -0.004; H 0.109; H 0.109; H 0.107

2) Below is a structure of composition C50H51AsCsIN5O6PS2Se, with properties calculated with ωB97M-V/def2-TZVPD.

As for the LUMO energy: 3.00 eV. The value obtained for the molar mass is 1326.8 g/mol. The net charge is -2.

CARTESIAN COORDINATES (ANGSTROEM)
1 Cs 0.059 -0.385 0.475
2 I 3.721 -1.357 -0.462
3 Se -3.898 2.534 -1.123
4 As -2.672 -2.029 -0.834
5 S -1.705 -4.137 3.133
6 S -0.439 -2.730 2.457
7 P -0.589 1.183 3.469
8 O 0.915 -2.876 3.027
9 O 0.970 1.700 -0.587
10 O 2.994 4.188 -5.025
11 O -0.349 -2.783 0.970
12 O 0.039 -2.779 -3.740
13 O -0.988 -1.388 2.815
14 N 3.517 1.259 -2.332
15 N -3.700 3.168 -2.780
16 N -2.702 1.235 -1.331
17 N -0.461 4.619 -2.017
18 N -1.263 0.473 -3.006
19 C -4.578 1.560 2.636
20 C -3.018 0.057 4.373
21 C 0.284 5.715 4.063
22 C -3.204 1.744 2.682
23 C 1.683 -5.210 -1.857
24 C -5.177 0.613 3.457
25 C 0.006 0.607 5.117
26 C 1.603 -4.441 -3.027
27 C 3.693 1.626 -0.975
28 C 3.645 -8.210 -3.122
29 C -3.881 -2.000 -2.401
30 C -0.878 0.641 -4.216
31 C 0.820 2.616 -1.437
32 C -4.390 -0.141 4.316
33 C -1.016 5.276 4.251
34 C 4.083 1.018 1.337
35 C 2.937 -6.883 -3.090
36 C -0.108 3.711 -1.150
37 C -2.783 2.416 -3.347
38 C 1.639 3.731 -4.999
39 C -0.353 2.995 3.778
40 C 0.770 -0.553 5.186
41 C 2.573 1.764 -3.029
42 C 1.249 -0.995 6.416
43 C 2.855 -6.090 -4.226
44 C -0.277 1.307 6.290
45 C -2.857 -3.958 -0.532
46 C 3.859 0.661 0.017
47 C 1.471 2.681 -2.685
48 C -3.970 -1.494 0.540
49 C 0.891 -3.120 -2.956
50 C -2.300 2.557 -4.705
51 C -2.410 1.012 3.566
52 C -1.375 1.680 -5.123
53 C 4.061 3.328 0.698
54 C -1.329 3.927 4.114
55 C 4.181 2.358 1.683
56 C 0.200 0.866 7.514
57 C 2.123 -4.050 -5.480
58 C -2.233 1.358 -2.548
59 C 2.343 -6.431 -1.919
60 C 0.095 4.571 -3.258
61 C 0.952 3.456 3.584
62 C 1.046 3.652 -3.620
63 C 1.272 4.794 3.734
64 C 2.184 -4.872 -4.219
65 C 1.073 -4.743 -0.567
66 C 0.970 -0.291 7.576
67 C 3.825 2.963 -0.617
68 C -0.645 3.753 0.242
69 H 1.074 4.451 -5.592
70 H 2.585 -3.071 -5.339
71 H -3.475 -1.556 1.510
72 H 1.725 2.757 3.283
73 H 0.961 -1.148 4.301
74 H 4.351 2.635 2.715
75 H -0.124 -0.048 -4.588
76 H -2.212 -4.490 -1.233
77 H 1.228 -2.456 -2.145
78 H -2.541 -4.178 0.487
79 H -0.229 5.323 -3.967
80 H 4.447 -8.248 -2.383
81 H -3.894 -4.261 -0.695
82 H -6.246 0.448 3.407
83 H -5.181 2.140 1.947
84 H 4.083 -8.401 -4.102
85 H -1.214 4.669 0.401
86 H 2.291 5.121 3.566
87 H 3.482 3.687 -4.361
88 H 3.320 -6.430 -5.146
89 H -2.685 3.353 -5.328
90 H -4.891 -2.298 -2.112
91 H -0.875 2.210 6.246
92 H -3.484 -2.710 -3.130
93 H 4.137 4.377 0.957
94 H 0.171 3.687 0.964
95 H 3.705 3.719 -1.382
96 H -2.742 2.470 2.022
97 H 1.825 -1.910 6.452
98 H 0.094 -4.284 -0.669
99 H 4.166 0.245 2.090
100 H -0.030 1.422 8.415
101 H -4.825 -2.173 0.524
102 H 0.526 6.767 4.159
103 H 2.614 1.482 -4.085
104 H -2.413 -0.576 5.007
105 H 1.684 -3.988 -0.066
106 H 1.096 -3.872 -5.790
107 H 2.961 -9.030 -2.895
108 H -3.910 -1.014 -2.863
109 H 2.390 -7.039 -1.022
110 H -4.306 -0.471 0.366
111 H -0.960 1.725 -6.121
112 H -2.348 3.599 4.273
113 H 0.960 -5.571 0.134
114 H 1.574 2.762 -5.512
115 H 1.342 -0.645 8.530
116 H -1.276 2.886 0.447
117 H 2.654 -4.560 -6.285
118 H -4.838 -0.913 4.928
119 H -1.799 5.981 4.504

Results of the Löwdin charge analysis, in e, for atoms 1 through 99: Cs 1.095; I 0.974; Se 1.109; As 1.020; S 0.095; S -0.114; P 1.080; O -0.468; O -0.378; O -0.065; O -0.842; O 0.054; O -0.703; N 0.087; N -0.220; N -0.192; N 0.109; N 0.156; C -0.115; C -0.075; C -0.109; C -0.122; C -0.189; C -0.106; C -0.344; C -0.102; C -0.359; C -0.062; C -0.338; C -0.117; C -0.381; C -0.076; C -0.097; C -0.152; C -0.274; C -0.266; C -0.402; C -0.230; C -0.373; C -0.067; C -0.105; C -0.072; C -0.024; C -0.094; C -0.330; C -0.661; C -0.107; C -0.310; C -0.193; C -0.017; C -0.357; C -0.052; C -0.082; C -0.099; C -0.108; C -0.106; C -0.043; C -0.466; C -0.008; C -0.142; C -0.113; C -0.195; C -0.093; C -0.209; C -0.030; C -0.111; C -0.032; C -0.037; H 0.111; H 0.087; H 0.011; H 0.092; H 0.069; H 0.097; H 0.106; H 0.009; H 0.087; H -0.043; H 0.095; H 0.076; H 0.016; H 0.093; H 0.081; H 0.065; H 0.083; H 0.094; H 0.066; H 0.104; H 0.112; H 0.009; H 0.098; H 0.010; H 0.098; H 0.072; H 0.118; H 0.079; H 0.104; H 0.052; H 0.095

1) is favored, and the nearest alternative lies 0.0334 hartree above it.